(1)
{
  "formula": "C5H17N2O3",
  "method": "ωB97M-V/def2-TZVPD",
  "elements": ["C", "N", "C", "O", "C", "C", "N", "C", "H", "H", "H", "H", "H", "H", "H", "H", "H", "H", "H", "H", "H", "H", "H", "O", "H", "H", "O"],
  "xyz": [[0.37, 0.94, -1.40], [0.51, -0.51, -1.35], [-0.77, -1.36, -1.70], [-1.44, -1.59, -0.62], [0.69, 1.49, 0.06], [0.36, 3.01, -0.14], [1.96, 1.32, 0.71], [2.18, 0.10, 1.56], [-0.75, 1.16, -1.60], [1.21, 1.35, -2.04], [0.95, -0.92, -0.57], [-1.43, -0.94, -2.47], [-0.41, -2.40, -1.99], [-0.11, 1.00, 0.76], [1.17, 3.55, -0.56], [-0.53, 2.99, -0.82], [0.12, 3.56, 0.69], [2.27, 2.20, 1.03], [2.56, -0.65, 0.86], [2.84, 0.15, 2.42], [1.19, -0.19, 1.80], [-0.33, -2.75, 2.05], [-0.34, -1.79, 0.71], [0.22, -2.27, 1.48], [-2.80, -1.01, 0.00], [-2.95, -0.54, 1.35], [-3.38, -0.57, 0.70]],
  "charge": -1,
  "relative_energy_kcal_mol": 76.0,
  "homo_lumo_gap_ev": 7.4,
  "fmax_ev_per_a": 17.7,
  "homo_energy_ev": -3.711
}

=====

(2)
{
  "formula": "C5H17N2O3",
  "method": "ωB97M-V/def2-TZVPD",
  "elements": ["N", "C", "C", "C", "O", "C", "N", "C", "H", "H", "H", "H", "H", "H", "H", "H", "H", "H", "H", "H", "H", "H", "H", "O", "H", "H", "O"],
  "xyz": [[-1.57, -1.53, -0.06], [-0.55, -0.62, 0.43], [0.78, -1.37, 0.48], [1.52, -1.60, -0.89], [0.69, -1.89, -2.03], [-0.91, -0.07, 1.86], [-0.88, 1.43, 1.94], [0.44, 1.87, 2.43], [-2.37, -0.97, -0.40], [-1.21, -1.98, -0.89], [-0.52, 0.26, -0.25], [0.66, -2.32, 1.01], [1.46, -0.80, 1.18], [2.08, -2.53, -0.98], [2.13, -0.71, -1.06], [-1.99, -0.33, 1.87], [-0.16, -0.44, 2.59], [-0.88, 1.76, 0.98], [0.48, 2.92, 2.73], [1.26, 1.85, 1.69], [0.88, 1.35, 3.30], [0.05, 0.33, -3.60], [0.10, -0.97, -2.37], [-0.63, 0.05, -2.97], [0.45, 2.43, -2.34], [-0.81, 1.42, -2.32], [-0.51, 2.45, -2.31]],
  "charge": -1,
  "relative_energy_kcal_mol": 24.6,
  "homo_lumo_gap_ev": 8.3,
  "fmax_ev_per_a": 2.4,
  "homo_energy_ev": -4.818
}

=====

(3)
{
  "formula": "C5H17N2OOs",
  "method": "ωB97M-V/def2-TZVPD",
  "elements": ["C", "Os", "N", "H", "H", "H", "H", "H", "H", "H", "H", "C", "N", "C", "C", "C", "O", "H", "H", "H", "H", "H", "H", "H", "H", "H"],
  "xyz": [[-0.59, -0.21, -3.20], [-0.58, -1.29, -1.39], [-0.85, -2.59, 0.31], [0.41, -2.42, -1.92], [-0.02, -2.69, 0.91], [-1.54, -0.92, -2.80], [-0.23, -0.69, -4.10], [0.31, 0.22, -2.67], [-1.18, 0.67, -3.42], [-1.60, -2.28, 0.93], [-1.10, -3.54, 0.04], [0.09, 1.62, 2.42], [0.00, 0.91, 1.15], [-1.31, 0.90, 0.50], [1.09, 0.49, 0.49], [2.45, 0.93, 0.90], [0.92, -0.33, -0.48], [-0.92, 1.74, 2.82], [0.55, 2.62, 2.29], [0.68, 1.05, 3.14], [-1.42, 1.74, -0.20], [-1.50, -0.07, -0.03], [-2.06, 1.02, 1.30], [2.72, 0.54, 1.89], [3.17, 0.57, 0.16], [2.50, 2.02, 0.94]],
  "charge": 1,
  "homo_lumo_gap_ev": [5.9, 7.6],
  "multiplicity": 5,
  "fmax_ev_per_a": 3.1,
  "homo_energy_ev": [-8.813, -12.048]
}

=====

(4)
{
  "formula": "C5H17N3",
  "method": "ωB97M-V/def2-TZVPD",
  "elements": ["C", "C", "C", "C", "N", "H", "H", "H", "H", "H", "H", "H", "H", "H", "H", "H", "C", "N", "N", "H", "H", "H", "H", "H", "H"],
  "xyz": [[-0.78, -0.97, -0.20], [-0.71, 1.22, -1.26], [-2.30, -1.02, -0.19], [-0.16, -1.78, -1.32], [0.48, 1.74, -1.44], [-0.46, -1.42, 0.75], [0.93, 1.38, -2.27], [1.21, 1.36, -0.05], [-1.26, 0.71, -2.05], [-1.33, 1.63, -0.47], [0.93, -1.69, -1.33], [-0.39, -2.86, -1.25], [-2.73, -0.63, -1.11], [-2.68, -2.05, -0.09], [-2.72, -0.44, 0.65], [-0.52, -1.45, -2.30], [0.85, 1.37, 2.07], [1.21, 0.69, 0.82], [2.41, -0.09, 0.84], [0.30, 0.03, 0.40], [3.18, 0.48, 1.18], [2.28, -0.87, 1.48], [-0.04, 1.97, 1.89], [1.65, 2.03, 2.40], [0.64, 0.64, 2.85]],
  "relative_energy_kcal_mol": 97.5,
  "homo_lumo_gap_ev": 7.4,
  "fmax_ev_per_a": 0.9,
  "homo_energy_ev": -6.637
}

=====

(5)
{
  "formula": "C5H17N3",
  "method": "ωB97M-V/def2-TZVPD",
  "elements": ["C", "C", "C", "N", "N", "H", "H", "H", "H", "H", "H", "H", "H", "H", "H", "C", "C", "N", "H", "H", "H", "H", "H", "H", "H"],
  "xyz": [[-0.30, 1.19, -0.40], [1.84, 1.51, -1.47], [1.11, 3.02, 0.27], [1.06, 1.66, -0.25], [-0.37, -0.25, -0.60], [-1.04, -0.76, 0.08], [-0.47, -0.56, -1.55], [-0.82, 1.69, -1.24], [-0.84, 1.43, 0.52], [1.44, 2.12, -2.30], [2.87, 1.81, -1.28], [1.86, 0.46, -1.77], [0.67, 3.76, -0.41], [2.15, 3.30, 0.45], [0.58, 3.07, 1.23], [-1.25, -1.97, 1.38], [-2.00, -2.97, 0.53], [0.07, -2.11, 1.66], [0.86, -1.47, 0.85], [0.43, -3.02, 1.38], [-1.81, -1.32, 2.04], [0.61, -0.87, -0.02], [-3.05, -2.69, 0.43], [-1.59, -3.04, -0.49], [-1.98, -3.99, 0.94]],
  "relative_energy_kcal_mol": 109.2,
  "homo_lumo_gap_ev": 6.8,
  "fmax_ev_per_a": 0.4,
  "homo_energy_ev": -6.041
}

=====

(6)
{
  "formula": "C5H17N3O",
  "method": "ωB97M-V/def2-TZVPD",
  "elements": ["C", "C", "N", "O", "H", "H", "H", "H", "H", "H", "H", "C", "C", "C", "N", "N", "H", "H", "H", "H", "H", "H", "H", "H", "H", "H"],
  "xyz": [[2.09, -0.36, 0.36], [2.84, 0.89, -0.10], [1.61, -0.16, 1.71], [1.06, -0.61, -0.57], [-0.49, 0.07, -0.34], [2.78, -1.21, 0.39], [1.09, -0.97, 2.02], [0.98, 0.63, 1.73], [3.23, 0.73, -1.10], [3.66, 1.11, 0.58], [2.15, 1.74, -0.13], [-1.42, 0.82, -0.26], [-1.66, -2.09, -0.85], [-2.05, 0.58, 1.11], [-0.75, 2.12, -0.31], [-0.58, -2.31, -1.50], [-2.22, 0.76, -1.01], [0.03, 2.11, -0.96], [-1.39, 2.87, -0.55], [-0.64, -2.28, -2.52], [0.54, -1.59, -1.02], [-2.65, -2.29, -1.25], [-1.57, -2.16, 0.23], [-1.28, 0.55, 1.88], [-2.64, -0.33, 1.10], [-2.73, 1.39, 1.37]],
  "smiles": "C[C@@H](N)O.C=N.CCN",
  "relative_energy_kcal_mol": 64.3,
  "homo_lumo_gap_ev": 8.7,
  "fmax_ev_per_a": 3.0,
  "homo_energy_ev": -8.693
}

=====

(7)
{
  "formula": "C5H17NO2",
  "method": "ωB97M-V/def2-TZVPD",
  "elements": ["C", "C", "C", "C", "C", "N", "H", "H", "H", "H", "H", "H", "H", "H", "H", "H", "H", "H", "H", "H", "H", "O", "H", "H", "O"],
  "xyz": [[-1.38, -0.13, -1.01], [-0.69, 0.00, 0.35], [0.26, 1.19, 0.60], [0.94, 1.00, 1.95], [-0.59, 2.47, 0.60], [-0.56, -0.25, -2.21], [-2.02, -1.00, -0.93], [-2.01, 0.73, -1.15], [-0.29, -0.92, 0.77], [-1.51, 0.16, 1.07], [1.03, 1.30, -0.17], [1.72, 1.73, 2.17], [0.19, 1.03, 2.74], [1.48, 0.05, 2.02], [-0.07, 3.29, 1.12], [-0.84, 2.84, -0.39], [-1.54, 2.31, 1.13], [0.09, 0.51, -2.30], [-0.11, -1.15, -2.31], [0.89, -3.18, -1.09], [-0.18, -4.07, -0.47], [0.00, -3.54, -1.24], [1.51, -1.29, -1.15], [1.59, -1.40, 0.35], [2.08, -1.65, -0.45]],
  "smiles": "CC(C)CCN.O.O",
  "relative_energy_kcal_mol": 9.8,
  "homo_lumo_gap_ev": 10.1,
  "fmax_ev_per_a": 0.8,
  "homo_energy_ev": -9.315
}

=====

(8)
{
  "formula": "C5H17NO2",
  "method": "ωB97M-V/def2-TZVPD",
  "elements": ["C", "C", "C", "C", "C", "N", "H", "H", "H", "H", "H", "H", "H", "H", "H", "H", "H", "H", "H", "H", "H", "O", "H", "H", "O"],
  "xyz": [[-0.27, -2.81, -1.05], [-0.42, -1.48, -0.31], [0.64, -1.16, 0.77], [1.51, -0.01, 0.29], [0.86, 1.38, 0.25], [1.10, 2.09, 1.50], [0.70, -3.27, -0.88], [-0.57, -2.86, -2.11], [-0.99, -3.51, -0.62], [-0.77, -0.65, -0.94], [-1.39, -1.46, 0.22], [1.33, -1.97, 0.98], [0.24, -0.72, 1.69], [1.88, -0.28, -0.72], [2.40, 0.05, 0.96], [-0.20, 1.16, 0.11], [1.14, 1.96, -0.63], [1.98, 2.57, 1.50], [0.33, 2.59, 1.91], [-2.28, 0.65, 0.99], [-2.40, 0.88, 2.48], [-2.76, 0.34, 1.77], [-0.82, 1.55, -3.20], [-0.85, 2.90, -2.44], [-0.38, 2.06, -2.49]],
  "smiles": "CCCCCN.O.O",
  "relative_energy_kcal_mol": 32.5,
  "homo_lumo_gap_ev": 9.3,
  "fmax_ev_per_a": 2.1,
  "homo_energy_ev": -8.824
}

=====

(9)
{
  "formula": "C5H17NO2",
  "method": "ωB97M-V/def2-TZVPD",
  "elements": ["C", "N", "C", "C", "C", "C", "H", "H", "H", "H", "H", "H", "H", "H", "H", "H", "H", "H", "H", "H", "H", "O", "H", "H", "O"],
  "xyz": [[-1.90, -0.98, 0.18], [-0.86, -0.77, -0.78], [0.39, -1.20, -0.17], [-0.91, 1.82, -0.51], [-0.87, 0.56, -1.43], [0.21, 0.58, -2.56], [-2.93, -0.93, -0.18], [-1.81, -2.04, 0.48], [-1.85, -0.35, 1.18], [1.13, -0.68, -0.72], [0.65, -2.25, -0.21], [0.49, -0.87, 0.88], [-1.32, 2.55, -1.22], [0.04, 2.26, -0.26], [-1.45, 1.84, 0.42], [-1.88, 0.60, -1.80], [0.88, 1.43, -2.51], [0.71, -0.41, -2.44], [-0.37, 0.72, -3.49], [0.98, 0.18, 3.32], [1.55, -1.18, 3.46], [0.77, -0.74, 3.11], [2.90, 0.13, 0.57], [2.15, 1.45, 1.00], [2.29, 0.53, 1.21]],
  "smiles": "CC(C)N(C)C.O.O",
  "relative_energy_kcal_mol": 48.4,
  "homo_lumo_gap_ev": 8.4,
  "fmax_ev_per_a": 2.0,
  "homo_energy_ev": -7.902
}

=====

(10)
{
  "formula": "C5H17NO2",
  "method": "ωB97M-V/def2-TZVPD",
  "elements": ["C", "N", "C", "C", "C", "C", "H", "H", "H", "H", "H", "H", "H", "H", "H", "H", "H", "H", "H", "H", "H", "O", "H", "H", "O"],
  "xyz": [[-2.31, -0.10, -1.26], [-2.51, 0.25, 0.13], [-1.66, -0.57, 0.95], [-0.17, -0.30, 0.81], [0.11, 1.17, 1.20], [0.77, -1.22, 1.66], [-3.32, -0.38, -1.66], [-1.73, -1.05, -1.55], [-1.96, 0.77, -1.83], [0.63, 2.24, -2.15], [-1.73, -1.66, 0.79], [-1.78, -0.48, 2.08], [-0.06, -0.25, -0.28], [-0.51, 1.77, 0.55], [1.18, 1.29, 0.96], [-0.19, 1.48, 2.14], [1.67, -0.61, 1.36], [0.96, -2.33, 1.53], [0.59, -1.06, 2.75], [3.66, -0.04, -0.04], [2.19, -0.26, -1.12], [2.69, 0.13, -0.12], [1.59, -1.30, -2.56], [0.27, 2.90, -2.15], [1.62, -0.41, -2.21]],
  "relative_energy_kcal_mol": 201.2,
  "homo_lumo_gap_ev": 3.5,
  "fmax_ev_per_a": 4.6,
  "homo_energy_ev": -7.918
}

=====

(11)
{
  "formula": "C5H17NO2",
  "method": "ωB97M-V/def2-TZVPD",
  "elements": ["C", "C", "N", "C", "C", "C", "H", "H", "H", "H", "H", "H", "H", "H", "H", "H", "H", "H", "H", "H", "H", "O", "H", "H", "O"],
  "xyz": [[0.78, -1.25, -1.76], [-0.12, -0.03, -1.40], [-0.84, -0.42, -0.16], [-0.97, 0.82, 0.65], [-1.30, 0.48, 2.08], [-2.25, -0.83, -0.46], [1.90, -1.07, -1.52], [0.53, -2.14, -1.15], [0.65, -1.50, -2.83], [-0.83, 0.30, -2.18], [0.62, 0.76, -1.21], [-1.78, 1.56, 0.34], [-0.09, 1.49, 0.72], [-1.62, 1.28, 2.72], [-0.42, 0.04, 2.59], [-2.19, -0.20, 2.10], [-2.76, 0.00, -0.96], [-2.74, -1.25, 0.39], [-2.21, -1.72, -1.12], [3.99, -0.27, -0.61], [1.76, -0.76, 0.14], [3.40, -0.01, 0.10], [2.28, 2.18, 1.65], [2.43, 0.92, 0.82], [1.77, 1.62, 1.05]],
  "charge": 1,
  "relative_energy_kcal_mol": 148.0,
  "homo_lumo_gap_ev": [8.4, 6.0],
  "multiplicity": 2,
  "fmax_ev_per_a": 6.9,
  "homo_energy_ev": [-14.303, -14.314]
}

=====

(12)
{
  "formula": "C5H17OSi2",
  "method": "ωB97M-V/def2-TZVPD",
  "elements": ["C", "C", "C", "C", "C", "O", "Si", "Si", "H", "H", "H", "H", "H", "H", "H", "H", "H", "H", "H", "H", "H", "H", "H", "H", "H"],
  "xyz": [[1.66, 3.17, -2.20], [-1.51, -2.63, 2.03], [-3.11, -1.62, -0.64], [3.23, 0.02, -0.72], [0.84, 1.51, 1.34], [1.62, 2.52, -1.05], [-1.80, -1.34, 0.71], [2.01, 1.33, -0.08], [2.20, 4.17, -2.13], [2.10, 2.48, -3.00], [0.58, 3.45, -2.59], [-1.08, -2.26, 2.99], [-2.42, -3.19, 2.36], [-0.77, -3.44, 1.71], [-3.76, -0.73, -0.53], [-2.65, -1.60, -1.66], [-3.42, -2.62, -0.41], [3.08, -0.70, 0.02], [3.16, -0.27, -1.74], [4.26, 0.52, -0.48], [0.43, 2.46, 1.42], [0.02, 0.85, 1.15], [1.22, 1.22, 2.40], [-1.92, -0.05, 1.41], [-0.40, -1.15, -0.08]],
  "charge": 1,
  "relative_energy_kcal_mol": 32.7,
  "homo_lumo_gap_ev": 8.7,
  "fmax_ev_per_a": 5.8,
  "homo_energy_ev": -13.425
}